[1]
Computed, not measured: 5 unconnected molecules or ions with the total composition C31H53BBrCl16O6, with ωB97M-V/def2-TZVPD.

```
108
Properties=species:S:1:pos:R:3:mulliken_charge:R:1
C 3.15245 1.85726 -1.16302 0.30
C 2.89364 2.45444 0.22360 -0.12
C 2.89645 1.37310 1.31878 2.04
C 3.69088 1.68106 2.59709 -1.55
C 5.08394 2.29836 2.42611 -1.21
C 6.00252 1.60079 1.41233 -0.26
C 6.13750 0.08198 1.59834 -0.71
C 6.36026 -0.71530 0.29399 -0.87
C 5.38765 -1.89383 0.09380 -0.78
C 4.40084 -1.67628 -1.05648 0.59
C 3.82243 -2.95694 -1.64741 -0.91
C 2.58412 -2.65033 -2.49111 -1.40
C 1.31711 -2.54623 -1.63304 1.18
C 0.30800 -1.47467 -2.08636 0.13
C -1.12027 -1.97847 -2.25815 -1.69
C -1.76041 -2.58429 -1.01340 -0.45
C -2.20556 -1.60289 0.09405 1.45
C -0.96705 -1.25885 1.03747 0.69
Br -0.32303 0.57406 0.69793 -0.15
C -1.18751 -1.41881 2.53706 -0.14
C -0.07626 -0.87922 3.44095 -1.44
C -3.36704 -2.23720 0.89464 -0.58
O -4.12206 -1.16902 1.37342 -0.69
B -4.08716 -0.16478 0.28759 1.00
C -3.99959 1.38077 0.90573 -0.38
C -3.99499 1.42236 2.39163 0.53
O -4.94497 1.29527 3.10336 -0.64
O -2.77019 1.58090 2.99312 -0.55
O -5.16265 -0.32792 -0.69197 -0.64
C -6.46246 -0.42897 -0.18811 0.07
C -7.30919 0.82193 -0.32551 -0.84
O -7.51410 1.12666 -1.69674 -0.32
C -8.60206 1.98519 -1.91859 -0.29
C -8.31900 3.44562 -1.53424 -1.05
O -2.79489 -0.46368 -0.43472 -0.61
H 2.91380 2.55498 -1.96635 0.13
H 4.18634 1.51941 -1.27860 0.02
H 2.51796 0.97728 -1.30347 -0.56
H 1.90166 2.90944 0.16060 -0.11
H 3.60767 3.25509 0.43174 0.35
H 1.86278 1.20830 1.63082 -0.43
H 3.23097 0.42075 0.89692 -0.89
H 3.80173 0.73805 3.14068 0.46
H 3.09994 2.32228 3.25734 0.45
H 5.57170 2.31814 3.40650 0.46
H 4.98418 3.34364 2.11779 0.35
H 6.99198 2.05997 1.50637 0.56
H 5.65941 1.82024 0.39716 -0.07
H 5.25118 -0.29906 2.10768 0.20
H 6.98157 -0.10637 2.26787 0.50
H 7.38563 -1.09259 0.28187 0.42
H 6.28160 -0.03689 -0.56102 0.48
H 5.93880 -2.81856 -0.10435 0.48
H 4.83310 -2.05172 1.02378 0.35
H 4.90738 -1.11763 -1.85074 0.43
H 3.56922 -1.04652 -0.72254 -0.74
H 4.58409 -3.45932 -2.25363 0.53
H 3.57609 -3.65304 -0.83638 0.28
H 2.47207 -3.40180 -3.27809 0.45
H 2.73792 -1.69837 -3.01123 0.48
H 1.64965 -2.30468 -0.61509 -1.13
H 0.83091 -3.52477 -1.56861 0.58
H 0.64349 -1.05431 -3.04113 0.77
H 0.30950 -0.64519 -1.38153 -0.68
H -1.11662 -2.74472 -3.04422 0.38
H -1.76122 -1.16705 -2.60952 0.45
H -1.06923 -3.31594 -0.57338 -0.20
H -2.63620 -3.15241 -1.33526 0.60
H -0.12240 -1.88906 0.74942 -0.88
H -2.13581 -0.95588 2.81344 0.15
H -1.27417 -2.49015 2.72104 0.27
H 0.90524 -0.92548 2.96097 0.15
H -0.26529 0.16083 3.70678 0.36
H -0.03903 -1.45143 4.37038 0.40
H -3.06907 -2.90238 1.70833 0.39
H -3.94691 -2.83802 0.17655 -0.29
H -4.85086 1.98259 0.58564 0.15
H -3.10339 1.83743 0.47760 0.42
H -2.12650 1.82539 2.31355 0.29
H -6.98377 -1.21796 -0.74310 0.01
H -6.46943 -0.71727 0.87255 0.48
H -6.86423 1.67078 0.20425 0.33
H -8.28423 0.62414 0.15107 0.39
H -9.48551 1.61903 -1.37415 0.31
H -8.83409 1.91383 -2.98296 0.35
H -8.87069 3.75458 -0.64500 0.29
H -7.25372 3.57307 -1.33961 0.28
H -8.60048 4.12727 -2.33899 0.33
C 1.87326 5.62994 -2.64878 0.28
Cl 0.90860 5.21902 -1.23290 -0.06
Cl 1.64148 7.33356 -3.05829 -0.12
Cl 3.58218 5.34612 -2.28287 -0.05
Cl 1.38820 4.62147 -4.01144 -0.11
C 1.00637 -5.08639 2.19089 0.22
Cl 1.98497 -3.95642 1.25067 -0.02
Cl -0.67298 -4.96416 1.68218 -0.06
Cl 1.59356 -6.73597 1.92621 -0.13
Cl 1.13262 -4.68544 3.90747 -0.10
C -8.05687 -4.42683 -0.34233 0.31
Cl -6.41337 -3.83366 -0.46249 -0.04
Cl -8.43720 -5.43540 -1.75322 -0.13
Cl -8.23442 -5.40592 1.12567 -0.13
Cl -9.19514 -3.07893 -0.27628 -0.10
C 8.22010 5.77830 -2.43005 0.31
Cl 9.56266 4.63654 -2.32418 -0.11
Cl 8.12502 6.42652 -4.07023 -0.11
Cl 6.71227 4.95141 -2.03785 0.01
Cl 8.48074 7.10098 -1.28872 -0.11
```

Values from the calculation:
- Max |F|: 0.911 eV/A
- Energy above the lowest of the compared OMol25 structures with the same formula, charge and spin: 0.000 eV
- Gap between HOMO and LUMO: 6.975 eV
- Charge: -1
- HOMO energy: -5.7 eV



[2]
Computed, not measured: 2 unconnected molecules or ions with the total composition C7H13N4O in a non-equilibrium geometry, with ωB97M-V/def2-TZVPD.

```
25
Properties=species:S:1:pos:R:3:nbo_charge:R:1
C -1.93883 0.55817 0.29107 0.82
C 0.55409 2.43592 1.77337 0.00
C -0.03302 -1.05602 1.23671 -0.27
C -0.90479 0.77656 -1.80773 -0.29
C 0.37419 -2.35043 0.51493 -0.22
C 1.15887 -0.86697 -1.27653 -0.33
C -0.04421 -0.09848 -0.92317 0.49
N 0.94747 2.05575 0.66840 -0.66
N -2.10112 0.88798 -1.00101 -0.61
N -0.61808 -0.23412 0.25168 -0.34
N 1.44271 -2.03524 -0.35198 -0.62
O -2.45839 0.63749 1.34041 -0.50
H 0.97978 2.93622 2.57495 0.18
H -0.26809 1.73279 2.07864 0.15
H -0.63556 -1.26477 2.07869 0.26
H 0.91817 -0.57210 1.62090 0.23
H -0.50825 1.76548 -2.05590 0.27
H -1.19948 0.34151 -2.88708 0.26
H 0.47649 -3.37199 1.08423 0.27
H -0.51938 -2.47422 -0.19821 0.18
H 0.92021 -1.35481 -2.35041 0.26
H 2.03188 -0.25735 -1.44630 0.28
H -2.82914 1.41432 -1.43658 0.45
H 1.84088 2.51921 0.35257 0.35
H 2.41359 -2.12491 -0.13165 0.40
```

Values from the calculation:
- Max |F|: 4.840 eV/A
- Energy above the lowest of the compared OMol25 structures with the same formula, charge and spin: 1.602 eV
- Gap between HOMO and LUMO: 8.533 eV
- Charge: +1
- HOMO energy: -12.8 eV



[3]
Computed, not measured: 10 unconnected molecules or ions with the total composition H20O10 in a non-equilibrium geometry, with ωB97M-V/def2-TZVPD.

```
30
Properties=species:S:1:pos:R:3:nbo_charge:R:1
O 2.38813 0.12413 -0.97540 -0.90
H 2.77967 -0.63743 -1.06202 0.47
H 2.53868 0.45113 -1.76767 0.46
O -2.49601 -0.86196 1.10533 -0.93
H -2.49838 -1.70624 1.24526 0.46
H -1.80800 -0.75636 0.51150 0.48
O -0.21576 -3.02218 -0.08109 -1.00
H -0.42513 -3.98516 0.31603 0.49
H 0.74968 -2.83988 -0.06113 0.49
O -0.01630 0.01326 0.06837 -0.98
H 0.79139 -0.09138 -0.31833 0.49
H -0.25082 0.92157 -0.16499 0.50
O 1.40023 3.80200 -0.00190 -0.97
H 0.77262 3.23875 -0.49391 0.48
H 1.13712 3.80829 0.98211 0.48
O 2.38179 -2.71584 -0.65821 -0.98
H 1.66847 -2.40301 -1.40395 0.49
H 3.18308 -3.07224 -1.14003 0.50
O -0.97700 2.21677 -1.16139 -0.95
H -1.75926 2.60457 -1.08341 0.49
H -0.81105 1.86510 -2.02011 0.50
O -1.76033 -0.75065 -1.78572 -0.97
H -1.15732 -0.48150 -1.11586 0.46
H -1.96052 -1.62974 -1.50252 0.47
O 1.60296 0.44593 2.35377 -0.99
H 0.93313 0.45481 3.11016 0.47
H 1.08221 0.29191 1.45089 0.49
O -2.50364 1.68525 2.28174 -0.96
H -2.56875 0.80359 1.79819 0.49
H -2.20089 2.22649 1.57427 0.44
```

Values from the calculation:
- Max |F|: 8.044 eV/A
- Energy above the lowest of the compared OMol25 structures with the same formula, charge and spin: 5.295 eV
- Gap between HOMO and LUMO: 9.981 eV
- Charge: 0
- SMILES: O.O.O.O.O.O.O.O.O.O
- HOMO energy: -10.3 eV



[4]
Computed, not measured: a molecular structure, C24H23N5O2Pt in a non-equilibrium geometry, with ωB97M-V/def2-TZVPD.

```
55
Properties=species:S:1:pos:R:3:nbo_charge:R:1
Pt 0.83725 -0.20361 -0.60905 0.93
C -0.28791 0.89963 -3.59955 -0.65
C 0.88206 1.72395 -3.18039 0.27
C 1.26611 2.85304 -3.89963 -0.21
C 2.38359 3.56117 -3.50381 -0.10
C 3.10047 3.13357 -2.39685 -0.20
C 2.66514 2.01283 -1.70972 0.17
N 1.57063 1.33576 -2.10217 -0.47
C 3.37294 1.45581 -0.54909 0.19
C 4.59189 1.93150 -0.08501 -0.19
C 5.19112 1.30344 0.99489 -0.10
C 4.56580 0.21519 1.57894 -0.19
C 3.34465 -0.21330 1.07486 0.20
N 2.77516 0.41664 0.04174 -0.41
C 2.60570 -1.37354 1.59633 0.17
C 2.99541 -2.07205 2.72564 -0.20
C 2.25193 -3.17324 3.12412 -0.10
C 1.15634 -3.55282 2.37645 -0.21
C 0.81582 -2.82383 1.23805 0.28
C -0.33456 -3.23354 0.37748 -0.65
N 1.52851 -1.74949 0.88161 -0.47
H -0.53525 1.07220 -4.64403 0.26
H -1.16615 1.15709 -3.00477 0.24
H -0.05136 -0.15470 -3.46082 0.22
H 0.69659 3.15774 -4.76506 0.25
H 2.70773 4.42991 -4.05857 0.25
H 3.97955 3.67136 -2.08088 0.24
H 5.07247 2.77533 -0.55204 0.25
H 6.14055 1.65519 1.37311 0.26
H 5.02819 -0.28815 2.41239 0.25
H 3.85777 -1.76421 3.29456 0.24
H 2.54123 -3.73214 4.00236 0.25
H 0.56683 -4.41333 2.65611 0.25
H -0.46873 -4.31265 0.40236 0.26
H -0.15771 -2.92109 -0.65063 0.23
H -1.25949 -2.78169 0.74187 0.24
O -5.79173 2.25636 3.16342 -0.70
C -5.85457 0.88304 2.96829 0.08
N -5.20906 0.46734 1.71933 -0.61
C -3.89733 0.18362 1.68981 0.65
O -3.16135 0.20930 2.65997 -0.61
C -3.31375 -0.23811 0.35962 -0.14
C -4.01297 -0.83350 -0.68322 -0.09
C -3.29717 -1.28885 -1.78373 -0.23
C -1.92670 -1.13060 -1.81581 0.06
N -1.25415 -0.53050 -0.82401 -0.49
C -1.93695 -0.10806 0.24288 0.08
H -4.95002 2.50414 3.55991 0.48
H -6.90553 0.60891 2.89686 0.19
H -5.37132 0.32132 3.76927 0.20
H -5.72428 0.61924 0.86733 0.40
H -5.08433 -0.97570 -0.64011 0.25
H -3.79704 -1.78048 -2.60503 0.26
H -1.35286 -1.50405 -2.65114 0.23
H -1.38914 0.33862 1.06553 0.25
```

Values from the calculation:
- Max |F|: 3.495 eV/A
- Energy above the lowest of the compared OMol25 structures with the same formula, charge and spin: 0.000 eV
- Gap between HOMO and LUMO: 7.771 eV
- Charge: +2
- HOMO energy: -14.8 eV